{"formula": "C5H7NO2", "method": "the ωB97M-V functional and the def2-TZVPD basis", "symbols": ["C", "C", "C", "C", "C", "H", "H", "H", "H", "H", "H", "H", "N", "O", "O"], "positions_angstrom": [[-0.1456, 0.4882, -0.1209], [0.4789, -0.2514, 1.1115], [0.2313, -1.4316, 0.1022], [0.7428, -0.3014, -1.0370], [-1.5776, -0.3087, -0.1833], [-1.1279, 2.1070, -0.7478], [0.1750, 2.4329, 1.0143], [0.1132, -0.0698, 2.2262], [1.5040, -0.0584, 1.2785], [0.8909, -2.3801, -0.3056], [1.8498, -0.2293, -0.7423], [0.8248, -0.4769, -2.2060], [-0.1116, 1.9007, -0.2588], [-1.1835, -1.5713, -0.1507], [-2.6646, 0.1500, 0.0195]], "e_above_lowest_kcal_mol": 125.9, "fmax_ev_per_a": 5.7, "total_energy_ev": -10878.160}